--- i ---
{
  "formula": "C3H8ClNOS",
  "method": "ωB97M-V with the def2-TZVPD basis set",
  "symbols": ["C", "C", "C", "N", "O", "S", "Cl", "H", "H", "H", "H", "H", "H", "H", "H"],
  "xyz": [[3.404, 0.395, -0.874], [-0.653, 0.113, -2.000], [-2.703, 0.029, -1.024], [-1.380, 0.658, -1.142], [5.070, -1.169, 0.379], [3.669, -0.934, 0.047], [1.127, 2.139, 1.121], [4.176, 1.104, -1.126], [2.520, 0.584, -1.433], [0.029, 1.687, 0.689], [0.369, 0.470, -2.104], [-0.978, -0.564, -2.757], [-3.168, 0.088, -0.035], [-3.494, 0.618, -1.571], [-2.514, -1.016, -1.373]],
  "molar_mass_g_mol": 141.62,
  "homo_lumo_gap_ha": 0.350,
  "homo_energy_ev": -9.65,
  "e_lumo_ha": -0.0051
}

--- ii ---
{
  "formula": "C3H8ClNOS",
  "method": "ωB97M-V with the def2-TZVPD basis set",
  "symbols": ["C", "C", "C", "N", "O", "S", "Cl", "H", "H", "H", "H", "H", "H", "H", "H"],
  "xyz": [[-0.900, 0.720, -0.013], [1.397, 0.366, 0.941], [-0.079, 0.249, 0.953], [-2.204, -2.608, -0.558], [-0.654, -1.767, -2.277], [-1.853, -1.529, -1.518], [1.615, 3.131, -1.147], [-0.398, 1.153, -0.911], [2.285, 2.741, -0.069], [-1.946, 0.442, 0.244], [1.683, 0.728, 0.022], [1.617, -0.707, 0.906], [1.717, 0.991, 1.819], [-0.514, -0.558, 1.704], [-1.766, -3.354, -0.097]],
  "molar_mass_g_mol": 141.62,
  "homo_lumo_gap_ha": 0.347,
  "homo_energy_ev": -9.69,
  "e_lumo_ha": -0.0088
}

Of them, the most stable is i and the least stable is ii.

--- i ---
{
  "formula": "H3NO3Si",
  "method": "ωB97M-V with the def2-TZVPD basis set",
  "symbols": ["O", "N", "O", "O", "Si", "H", "H", "H"],
  "xyz": [[-1.373, -0.520, -1.197], [-1.661, -0.046, -0.198], [-2.624, 0.103, 0.466], [-0.393, 0.655, 0.519], [1.171, 0.096, 0.166], [2.174, 1.000, -0.190], [1.745, -0.466, 1.347], [0.960, -0.821, -0.913]],
  "molar_mass_g_mol": 93.11,
  "homo_lumo_gap_ha": 0.426,
  "homo_energy_ev": -11.43,
  "smiles": "O=[N+]([O-])O[SiH3]",
  "e_lumo_ha": 0.0056
}

--- ii ---
{
  "formula": "H3NO3Si",
  "method": "ωB97M-V with the def2-TZVPD basis set",
  "symbols": ["O", "N", "O", "O", "Si", "H", "H", "H"],
  "xyz": [[1.045, -1.029, 0.249], [1.467, 0.067, -0.006], [2.586, 0.431, -0.102], [0.551, 0.951, -0.234], [-1.137, -0.051, -0.055], [-1.442, -0.634, 1.369], [-1.663, 1.324, -0.122], [-1.407, -1.059, -1.099]],
  "molar_mass_g_mol": 93.11,
  "homo_lumo_gap_ha": 0.425,
  "homo_energy_ev": -11.19,
  "smiles": "O=[N+]([O-])O[SiH3]",
  "e_lumo_ha": 0.0137
}

Of them, the most stable is ii and the least stable is i.

--- i ---
{
  "formula": "C4H12Si2",
  "method": "ωB97M-V with the def2-TZVPD basis set",
  "symbols": ["C", "C", "Si", "H", "H", "H", "H", "H", "H", "C", "C", "Si", "H", "H", "H", "H", "H", "H"],
  "xyz": [[1.508, 0.964, -1.443], [0.871, 0.107, -2.234], [1.078, -1.747, -2.391], [1.275, 2.068, -1.471], [2.036, 0.817, -0.502], [0.345, 0.471, -3.114], [2.028, -2.226, -1.319], [1.768, -2.186, -3.666], [-0.211, -2.505, -2.220], [-0.474, -0.596, 1.239], [-0.790, 0.022, 2.384], [-2.088, 1.378, 2.382], [-0.863, -0.395, 0.281], [0.275, -1.406, 1.341], [-0.230, -0.149, 3.274], [-1.214, 2.286, 1.557], [-1.809, 1.888, 3.758], [-3.504, 1.209, 2.143]],
  "molar_mass_g_mol": 116.31,
  "homo_lumo_gap_ha": 0.394,
  "homo_energy_ev": -9.74,
  "smiles": "C=C[SiH3].C=C[SiH3]",
  "e_lumo_ha": 0.0361
}

--- ii ---
{
  "formula": "C4H12Si2",
  "method": "ωB97M-V with the def2-TZVPD basis set",
  "symbols": ["C", "Si", "C", "C", "H", "H", "H", "H", "H", "H", "H", "H", "C", "Si", "H", "H", "H", "H"],
  "xyz": [[3.540, 0.085, -0.820], [1.908, -0.183, -0.110], [0.933, -1.890, -0.040], [0.783, 1.093, 0.543], [4.052, -0.543, -1.518], [3.784, 1.114, -0.523], [1.494, -2.865, 0.092], [0.271, -1.943, 0.823], [0.196, -1.839, -0.802], [0.494, 1.626, -0.312], [-0.098, 0.733, 1.206], [1.153, 1.914, 1.268], [-2.927, -1.182, 0.035], [-3.398, 0.500, 0.079], [-2.168, -1.620, -0.642], [-2.760, -1.765, 0.987], [-4.243, 0.884, 1.228], [-3.678, 1.524, -0.921]],
  "molar_mass_g_mol": 116.31,
  "homo_lumo_gap_ha": [0.282, 0.282],
  "homo_energy_ev": [-7.85, -7.85],
  "smiles": "C=[Si](C)C.C=[SiH2]",
  "e_lumo_ha": [-0.0069, -0.0069]
}

Of them, the most stable is i and the least stable is ii.